{
  "formula": "C51H70CoN3O5PSSe",
  "method": "ωB97M-V/def2-TZVPD",
  "largest_force_ha_per_bohr": 0.0188,
  "s2": 0.811,
  "total_charge": -2,
  "multiplicity": 2,
  "energy_ev": -191832.494,
  "species": ["Co", "C", "C", "C", "C", "C", "C", "C", "Se", "C", "C", "C", "C", "C", "C", "O", "C", "C", "C", "C", "C", "C", "C", "C", "C", "O", "C", "C", "C", "C", "C", "C", "H", "H", "H", "H", "H", "H", "H", "H", "H", "H", "H", "H", "H", "H", "H", "H", "H", "H", "H", "H", "H", "H", "H", "H", "H", "H", "H", "H", "H", "H", "H", "H", "H", "H", "H", "H", "H", "H", "H", "H", "C", "C", "C", "C", "N", "N", "H", "H", "H", "H", "H", "H", "H", "H", "H", "H", "H", "H", "N", "P", "C", "C", "C", "C", "C", "C", "C", "C", "C", "C", "C", "C", "C", "C", "C", "C", "C", "C", "H", "H", "H", "H", "H", "H", "H", "H", "H", "H", "H", "H", "H", "H", "H", "C", "S", "O", "O", "O", "H", "H", "H"],
  "positions_angstrom": [[0.381, -0.215, -0.176], [3.003, 3.387, 6.347], [2.383, 4.040, 5.103], [1.041, 4.651, 5.507], [3.300, 5.180, 4.634], [2.223, 3.009, 3.986], [0.997, 2.678, 3.415], [0.927, 1.797, 2.355], [-0.774, 1.339, 1.613], [-0.844, 2.724, 0.287], [-1.391, 3.946, 0.652], [-1.453, 5.014, -0.228], [-0.939, 4.791, -1.511], [-0.378, 3.596, -1.927], [-0.288, 2.494, -1.002], [0.250, 1.382, -1.358], [0.220, 3.454, -3.331], [-0.026, 4.686, -4.204], [1.742, 3.269, -3.202], [-0.384, 2.245, -4.058], [-2.028, 6.382, 0.139], [-3.243, 6.701, -0.746], [-2.479, 6.435, 1.598], [-0.963, 7.468, -0.070], [2.067, 1.188, 1.769], [1.999, 0.543, 0.658], [3.297, 1.378, 2.472], [3.333, 2.319, 3.494], [4.584, 0.598, 2.147], [4.323, -0.734, 1.429], [5.325, 0.243, 3.447], [5.498, 1.465, 1.270], [3.104, 4.115, 7.160], [2.376, 2.561, 6.692], [3.993, 2.982, 6.129], [1.196, 5.400, 6.290], [0.557, 5.140, 4.658], [0.358, 3.891, 5.894], [3.433, 5.928, 5.426], [4.285, 4.801, 4.352], [2.871, 5.672, 3.758], [0.072, 3.107, 3.781], [-1.785, 4.030, 1.658], [-0.980, 5.611, -2.220], [0.484, 5.573, -3.816], [0.361, 4.490, -5.209], [-1.092, 4.912, -4.293], [2.187, 4.139, -2.712], [1.958, 2.385, -2.602], [2.198, 3.158, -4.194], [-1.445, 2.416, -4.270], [0.127, 2.082, -5.015], [-0.289, 1.350, -3.447], [-4.028, 5.956, -0.593], [-3.652, 7.690, -0.510], [-2.973, 6.687, -1.804], [-3.293, 5.731, 1.791], [-1.658, 6.193, 2.277], [-2.836, 7.441, 1.838], [-0.656, 7.526, -1.116], [-1.348, 8.451, 0.226], [-0.076, 7.247, 0.527], [4.294, 2.517, 3.960], [3.602, -1.344, 1.979], [3.928, -0.601, 0.426], [5.272, -1.285, 1.372], [4.663, -0.314, 4.114], [6.189, -0.387, 3.212], [5.693, 1.119, 3.985], [4.996, 1.701, 0.328], [5.745, 2.406, 1.770], [6.432, 0.937, 1.040], [2.804, -0.231, -4.379], [3.673, -0.698, -3.204], [4.961, 0.117, -3.161], [4.008, -2.178, -3.366], [3.033, -0.502, -1.901], [1.794, -1.139, -1.708], [3.301, -0.428, -5.334], [2.600, 0.839, -4.306], [1.842, -0.754, -4.394], [5.520, 0.014, -4.095], [5.583, -0.215, -2.328], [4.735, 1.177, -3.013], [4.611, -2.336, -4.265], [3.101, -2.780, -3.457], [4.567, -2.530, -2.495], [2.888, 0.478, -1.681], [1.900, -2.093, -1.391], [1.159, -1.078, -2.497], [-1.012, -1.108, -1.187], [-2.403, -0.988, -1.723], [-2.595, -0.941, -3.575], [-1.514, -1.397, -4.312], [-1.578, -1.484, -5.700], [-2.738, -1.121, -6.361], [-3.833, -0.669, -5.638], [-3.757, -0.588, -4.249], [-3.479, -2.454, -1.371], [-4.840, -2.530, -1.635], [-5.546, -3.703, -1.384], [-4.878, -4.810, -0.874], [-3.519, -4.742, -0.617], [-2.820, -3.564, -0.872], [-3.454, 0.420, -1.209], [-4.040, 0.400, 0.058], [-4.619, 1.544, 0.587], [-4.615, 2.727, -0.142], [-4.029, 2.764, -1.399], [-3.446, 1.619, -1.922], [-0.619, -1.670, -3.761], [-0.717, -1.827, -6.261], [-2.791, -1.184, -7.442], [-4.742, -0.377, -6.150], [-4.607, -0.212, -3.690], [-5.362, -1.661, -2.022], [-6.609, -3.754, -1.585], [-5.424, -5.722, -0.665], [-2.999, -5.602, -0.211], [-1.754, -3.462, -0.684], [-4.033, -0.520, 0.635], [-5.046, 1.522, 1.583], [-5.038, 3.629, 0.285], [-3.982, 3.694, -1.952], [-2.955, 1.665, -2.888], [-1.370, -2.700, 2.347], [0.356, -2.276, 2.397], [1.058, -3.485, 2.808], [0.430, -1.153, 3.313], [0.663, -1.908, 1.007], [-1.625, -3.148, 3.307], [-1.552, -3.395, 1.530], [-1.934, -1.779, 2.188]],
  "forces_ev_per_a": [[0.466, 0.050, 0.195], [0.001, -0.023, 0.042], [0.001, -0.025, -0.053], [-0.027, 0.013, 0.017], [-0.003, 0.006, -0.018], [-0.050, 0.011, -0.055], [0.062, 0.012, 0.010], [0.066, -0.117, 0.033], [-0.080, -0.023, -0.079], [0.013, 0.041, -0.074], [-0.090, -0.014, -0.050], [0.001, -0.001, -0.020], [0.004, -0.053, -0.024], [-0.010, 0.088, 0.036], [-0.176, 0.143, -0.021], [0.155, 0.042, 0.034], [0.048, -0.073, 0.108], [0.009, 0.031, -0.052], [-0.034, -0.010, -0.006], [-0.036, -0.016, -0.100], [-0.023, -0.042, -0.044], [-0.009, -0.006, -0.006], [-0.018, 0.007, 0.049], [0.021, 0.035, 0.019], [-0.123, 0.201, -0.060], [-0.061, -0.148, -0.026], [0.121, 0.077, 0.181], [0.035, -0.079, 0.011], [-0.144, 0.038, -0.069], [-0.009, -0.079, 0.025], [0.040, 0.020, 0.003], [0.004, 0.001, -0.081], [0.002, -0.013, -0.022], [0.013, 0.017, -0.003], [-0.026, 0.002, 0.000], [-0.006, -0.015, -0.008], [0.020, -0.007, 0.021], [0.021, 0.017, -0.012], [-0.005, -0.029, -0.017], [-0.024, 0.004, 0.004], [0.013, -0.006, 0.017], [0.003, -0.004, -0.015], [0.034, 0.003, -0.009], [-0.002, -0.001, 0.008], [-0.021, -0.013, -0.001], [0.003, 0.018, 0.020], [0.026, -0.021, -0.011], [-0.001, -0.012, -0.007], [-0.004, 0.038, -0.006], [-0.005, 0.002, 0.034], [0.061, 0.006, -0.020], [-0.029, 0.023, 0.022], [-0.028, -0.037, -0.008], [0.018, 0.014, -0.004], [0.015, -0.026, -0.001], [-0.001, 0.000, 0.017], [0.035, 0.005, -0.010], [-0.013, 0.023, -0.014], [-0.008, -0.021, 0.000], [0.003, -0.010, 0.025], [0.006, -0.022, -0.018], [-0.015, 0.010, -0.006], [-0.038, -0.001, -0.001], [0.018, 0.022, 0.003], [0.044, 0.030, 0.025], [-0.024, -0.008, 0.009], [0.019, 0.005, -0.009], [-0.011, 0.017, 0.009], [0.009, -0.018, -0.016], [0.009, -0.008, 0.020], [-0.006, -0.019, 0.002], [-0.033, 0.011, 0.003], [-0.034, -0.014, -0.026], [-0.061, 0.103, -0.049], [0.006, 0.072, 0.041], [0.016, -0.051, 0.029], [0.040, -0.154, -0.043], [-0.129, 0.082, 0.123], [-0.010, 0.005, 0.011], [-0.003, -0.037, 0.000], [0.046, 0.026, -0.033], [-0.012, 0.002, 0.011], [0.004, -0.004, -0.018], [0.003, -0.018, -0.012], [-0.019, -0.001, 0.007], [0.020, 0.015, 0.012], [-0.012, 0.013, -0.031], [0.038, 0.000, 0.047], [0.020, 0.011, 0.042], [-0.085, -0.044, 0.073], [0.582, -0.265, 0.208], [-0.867, 0.184, -0.389], [-0.034, -0.205, 0.250], [0.176, 0.026, -0.224], [0.178, -0.027, 0.254], [-0.079, 0.025, -0.162], [0.016, 0.012, 0.295], [-0.195, 0.140, -0.288], [0.127, 0.193, -0.197], [-0.307, -0.121, 0.075], [0.148, 0.214, -0.055], [-0.149, -0.072, 0.026], [0.255, 0.154, -0.009], [0.022, -0.320, 0.137], [0.083, 0.137, 0.151], [-0.053, 0.004, -0.112], [0.014, 0.017, -0.026], [-0.001, -0.008, 0.054], [0.030, -0.049, -0.013], [-0.028, -0.016, 0.033], [0.008, -0.018, -0.050], [0.001, -0.011, 0.003], [0.000, 0.003, -0.004], [-0.009, 0.009, 0.005], [-0.003, -0.033, -0.035], [-0.013, -0.027, 0.009], [-0.013, 0.010, 0.007], [-0.001, -0.008, -0.019], [0.004, 0.000, -0.003], [-0.048, -0.031, 0.000], [0.050, 0.030, 0.010], [-0.011, -0.004, 0.000], [-0.010, -0.003, 0.003], [0.011, 0.013, -0.001], [0.003, -0.002, 0.077], [-0.161, -0.039, 0.089], [-0.135, -0.004, 0.009], [-0.080, 0.166, -0.032], [0.135, -0.055, 0.205], [0.290, -0.073, -0.438], [-0.067, 0.022, -0.030], [0.039, 0.007, 0.108], [0.037, -0.068, -0.051]]
}